Entry 1
Here is a structure of composition C20H16N4O from the Open Molecules 2025 dataset. Energies are from the ωB97M-V functional and the def2-TZVPD basis.

Properties
- HOMO energy: -7.9 eV

Geometry (Å):
C 3.99 2.94 -0.24
C 2.70 2.36 -0.26
C 2.45 1.15 -0.59
C 1.04 0.52 -0.52
C 0.67 -0.96 -0.95
C -0.71 -1.28 -0.65
C -1.73 -0.39 -0.14
N -1.38 1.01 -0.14
C -0.14 1.44 -0.20
C 0.24 2.72 0.21
C 1.43 3.41 0.15
H 1.61 4.34 0.27
C -0.91 3.48 0.52
H -0.56 4.76 0.87
H -1.41 3.25 1.41
H -1.76 3.65 -0.02
C -3.01 -0.83 -0.16
N -3.37 -1.99 -0.43
C -4.48 -2.23 -0.51
C -5.66 -1.46 0.04
C -5.39 -0.19 0.15
C -4.15 0.34 0.32
H -3.75 1.37 0.46
H -6.19 0.54 0.71
H -6.65 -1.71 -0.27
H -4.67 -3.35 -0.71
H -0.95 -2.39 -0.93
C 1.74 -1.58 -1.26
O 2.02 -1.94 -2.24
N 2.25 -2.52 -0.09
C 3.18 -3.35 -0.28
C 3.34 -3.93 0.92
C 2.51 -3.09 1.86
N 1.78 -2.42 1.08
H 2.30 -3.24 2.90
H 4.09 -4.46 1.42
H 3.63 -3.73 -1.34
H 3.09 0.42 -0.60
H 3.95 3.81 -1.01
H 4.53 2.31 -0.56
H 4.32 3.23 0.81

***

Entry 2
Here is an isolated molecule of C20H16N4O from the Open Molecules 2025 dataset. Energies are from the ωB97M-V functional and the def2-TZVPD basis.

Properties
- Structure (SMILES): c1ccc(Cc2nc(-c3cnc(Oc4ccccc4)nc3)c[nH]2)cc1
- HOMO energy: -8.3 eV

Geometry (Å):
C -2.15 1.78 -6.89
C -0.78 1.77 -6.72
C -0.07 0.88 -5.87
C -0.74 -0.17 -5.23
C -0.04 -1.12 -4.17
C 0.34 -0.62 -2.76
N -0.37 -0.70 -1.66
C 0.39 -0.16 -0.61
C 0.08 -0.17 0.80
C -0.96 -0.98 1.33
N -1.30 -0.87 2.59
C -0.63 -0.11 3.42
O -1.08 -0.08 4.66
C -0.07 -0.21 5.59
C 0.74 0.85 5.94
C 1.86 0.57 6.70
C 1.97 -0.60 7.45
C 1.13 -1.67 7.12
C 0.12 -1.46 6.22
N 0.31 0.70 3.10
C 0.74 0.71 1.81
C 1.53 0.37 -1.14
N 1.53 -0.03 -2.48
C -2.19 -0.18 -5.36
C -2.88 0.77 -6.15
H -2.73 2.38 -7.60
H -0.21 2.47 -7.28
H 1.01 1.00 -5.75
H -0.77 -2.06 -4.13
H 0.90 -1.46 -4.70
H -1.60 -1.55 0.67
H 0.72 1.84 5.43
H 2.51 1.34 7.09
H 2.65 -0.61 8.27
H 1.31 -2.55 7.75
H -0.53 -2.25 5.87
H 1.45 1.58 1.64
H 2.32 0.79 -0.61
H 2.29 0.08 -3.18
H -2.85 -0.97 -5.01
H -3.98 0.72 -6.15

***

Energies, relative to the best one, in eV: entry 1 14.041; entry 2 0.000.

***

Entry 1
Here is a cluster of 2 separate species, C2H2Si in total from the Open Molecules 2025 dataset. Energies are from the ωB97M-V functional and the def2-TZVPD basis.

Properties
- HOMO energy (alpha / beta): -9.8 / -9.6 eV

Geometry (Å):
C 2.90 3.09 0.65
C 1.95 2.33 0.91
Si 0.60 1.09 1.04
H 2.57 0.96 -1.82
H 0.73 -0.25 1.55

***

Entry 2
Here is a cluster of 3 separate species, C2H2Si in total from the Open Molecules 2025 dataset. Energies are from the ωB97M-V functional and the def2-TZVPD basis.

Properties
- HOMO energy (alpha / beta): -10.0 / -10.0 eV

Geometry (Å):
C -2.04 -3.12 0.39
C -1.80 -1.89 0.17
Si -0.85 -0.38 0.30
H 2.16 2.31 -0.54
H 2.53 3.08 -0.32

***

Energies, relative to the best one, in eV: entry 1 3.129; entry 2 0.000.

***

Entry 1
Here is an isolated molecule of C2H6IN from the Open Molecules 2025 dataset. Energies are from the ωB97M-V functional and the def2-TZVPD basis.

Properties
- Structure (SMILES): CCNI
- HOMO energy: -8.5 eV

Geometry (Å):
C -0.19 0.79 0.02
C 0.37 -0.54 -0.38
N 1.35 -1.12 0.75
I 3.16 -1.66 0.15
H 0.64 1.58 -0.23
H -1.01 0.81 -0.70
H -0.66 0.77 1.06
H -0.34 -1.37 -0.56
H 0.97 -0.37 -1.31
H 0.95 -1.92 1.18

***

Entry 2
Here is an isolated molecule of C2H6IN from the Open Molecules 2025 dataset. Energies are from the ωB97M-V functional and the def2-TZVPD basis.

Properties
- Structure (SMILES): CCNI
- HOMO energy: -8.6 eV

Geometry (Å):
C 0.85 0.21 0.80
C 0.11 0.30 -0.63
N -1.08 -0.77 -0.88
I -2.86 -0.07 -0.21
H 1.01 -0.83 1.20
H 1.80 0.56 0.84
H 0.32 0.75 1.57
H -0.29 1.32 -0.74
H 0.83 0.18 -1.43
H -0.69 -1.65 -0.50

***

Energies, relative to the best one, in eV: entry 1 0.000; entry 2 0.068.

***

Entry 1
Here is a structure of composition C26H40N6S4Ti from the Open Molecules 2025 dataset. Energies are from the ωB97M-V functional and the def2-TZVPD basis.

Properties
- HOMO energy: -19.1 eV
- Net charge: +4

Geometry (Å):
Ti 0.06 -0.22 0.31
C -0.98 -3.49 -2.49
C -0.45 -2.56 -1.45
N -1.00 -1.44 -1.08
C -2.31 -1.00 -1.65
C -3.26 -0.59 -0.52
N -2.68 0.30 0.46
C -2.59 1.74 0.23
C -1.57 2.33 1.17
N -0.17 1.80 0.96
C 0.67 2.11 2.14
C 2.03 1.46 1.98
N 1.84 0.13 1.36
C 2.72 -0.80 1.51
C 3.95 -0.67 2.33
C 2.39 -2.03 0.74
C 3.19 -3.16 0.61
C 2.75 -4.19 -0.21
C 1.56 -4.05 -0.92
C 0.82 -2.89 -0.75
N 1.23 -1.92 0.09
H -1.51 -2.97 -3.28
H -1.68 -4.20 -2.03
H -0.18 -4.08 -2.93
H -2.75 -1.81 -2.23
H -2.11 -0.16 -2.32
H -3.63 -1.48 0.01
H -4.13 -0.10 -0.96
H -1.86 -0.12 0.90
H -3.57 2.18 0.44
H -2.37 1.97 -0.82
H -1.82 2.06 2.21
H -1.54 3.42 1.10
H 0.27 2.31 0.15
H 0.14 1.70 3.02
H 0.76 3.19 2.26
H 2.54 1.37 2.94
H 2.67 2.03 1.30
H 4.54 0.20 2.00
H 4.58 -1.55 2.29
H 3.67 -0.49 3.37
H 4.13 -3.25 1.14
H 3.34 -5.09 -0.32
H 1.22 -4.84 -1.58
C 3.06 3.00 -1.69
C 3.37 1.54 -1.41
S 2.13 0.22 -1.57
C 1.60 0.29 -3.30
C 0.81 1.49 -3.73
S -0.53 1.81 -2.58
C -0.62 3.63 -2.56
C 0.65 4.40 -2.24
S 1.64 3.76 -0.86
H 2.95 3.16 -2.76
H 3.94 3.57 -1.39
H 3.76 1.41 -0.40
H 4.17 1.22 -2.08
H 1.04 -0.64 -3.45
H 2.50 0.20 -3.92
H 0.39 1.31 -4.72
H 1.43 2.38 -3.80
H -1.41 3.86 -1.85
H -1.00 3.93 -3.54
H 0.37 5.42 -1.98
H 1.29 4.48 -3.12
S -0.52 -1.12 2.49
C -2.20 -1.50 2.91
N -2.72 -0.80 3.95
C -3.92 -1.06 4.50
C -4.69 -2.09 3.99
C -4.19 -2.84 2.94
C -2.94 -2.55 2.40
H -2.15 -0.06 4.37
H -4.20 -0.44 5.33
H -5.65 -2.30 4.44
H -4.76 -3.67 2.54
H -2.52 -3.16 1.61

***

Entry 2
Here is a structure of composition C26H40N6S4Ti from the Open Molecules 2025 dataset. Energies are from the ωB97M-V functional and the def2-TZVPD basis.

Properties
- HOMO energy: -18.1 eV
- Net charge: +4

Geometry (Å):
Ti 0.45 0.13 0.69
C 0.73 3.28 -2.74
C 0.24 1.90 -2.96
N -1.02 1.39 -2.60
C -2.09 1.83 -1.69
C -1.69 2.53 -0.39
N -1.04 1.78 0.73
C -2.00 1.28 1.77
C -2.51 -0.10 1.41
N -1.35 -1.00 1.15
C -0.95 -1.87 2.31
C 0.37 -2.60 2.00
N 1.04 -1.83 0.94
C 1.71 -2.33 -0.04
C 2.28 -3.70 -0.10
C 1.77 -1.35 -1.17
C 2.60 -1.52 -2.23
C 2.87 -0.65 -3.36
C 2.17 0.37 -3.90
C 0.85 0.80 -3.48
N 0.90 -0.31 -0.91
H -0.03 4.01 -3.03
H 1.63 3.45 -3.32
H 0.97 3.43 -1.69
H -2.72 0.96 -1.51
H -2.71 2.56 -2.22
H -2.62 2.97 -0.01
H -1.05 3.38 -0.63
H -0.46 2.47 1.20
H -2.84 1.97 1.90
H -1.46 1.25 2.72
H -3.11 -0.06 0.51
H -3.15 -0.49 2.21
H -1.59 -1.62 0.39
H -1.73 -2.61 2.51
H -0.86 -1.23 3.19
H 0.18 -3.62 1.66
H 0.98 -2.66 2.91
H 2.20 -4.22 0.85
H 3.33 -3.66 -0.37
H 1.78 -4.29 -0.87
H 3.22 -2.41 -2.21
H 3.81 -0.86 -3.86
H 2.61 0.90 -4.73
C 2.26 4.30 1.86
C 3.06 3.56 0.80
S 2.62 1.83 0.40
C 3.67 0.78 1.44
C 3.23 0.42 2.87
S 1.44 0.28 3.15
C 1.02 1.53 4.42
C 0.92 2.98 3.98
S 2.53 3.71 3.55
H 1.20 4.32 1.64
H 2.59 5.35 1.84
H 4.12 3.53 1.05
H 2.98 4.07 -0.16
H 4.66 1.25 1.48
H 3.80 -0.13 0.85
H 3.60 1.14 3.59
H 3.65 -0.55 3.12
H 1.76 1.39 5.20
H 0.07 1.18 4.83
H 0.51 3.55 4.82
H 0.23 3.11 3.15
S -0.63 -0.17 -3.09
C -1.46 -0.31 -4.69
N -1.16 0.54 -5.70
C -1.76 0.46 -6.90
C -2.72 -0.51 -7.14
C -3.04 -1.39 -6.12
C -2.40 -1.29 -4.88
H -0.44 1.24 -5.55
H -1.44 1.18 -7.65
H -3.19 -0.56 -8.11
H -3.78 -2.17 -6.29
H -2.63 -1.99 -4.08

***

Energies, relative to the best one, in eV: entry 1 0.000; entry 2 3.972.